ORCA calculation (the ωB97M-V functional and the def2-TZVPD basis) on a 2-piece molecular cluster, C4H12NO overall in a non-equilibrium geometry.

Last column: natural (NBO) charge in e.
Cartesian coordinates (Å):
1 C -0.505827 -1.541999 -1.060273  -0.35
2 N 0.077961 -0.367080 -1.750331  -0.83
3 C 0.410885 0.708389 -0.727747  -0.32
4 C -0.117669 0.202373 0.594623  -0.44
5 C -0.310127 -1.343914 0.420044  -0.42
6 H -1.559859 -1.692875 -1.281114  0.22
7 H -0.083884 -2.437674 -1.517431  0.23
8 H -0.568944 0.009615 -2.491500  0.29
9 H 0.945663 -0.634476 -2.290063  0.30
10 H -0.088406 1.590803 -1.096645  0.22
11 H 1.489731 0.780298 -0.736055  0.22
12 H 0.625414 0.259397 1.379461  0.24
13 H -1.088057 0.613186 0.839800  0.21
14 H -1.193954 -1.612428 0.995372  0.21
15 H 0.473295 -1.909180 0.913212  0.22
16 H -0.133475 2.237410 2.155651  0.47
17 H 0.875925 2.553466 3.301912  0.47
18 O 0.751335 2.584687 2.351087  -0.94

Cartesian forces, eV/Å:
C -0.29 -1.36 -0.33
N 0.02 0.29 -0.27
C -0.26 -0.66 -0.38
C 0.37 -1.83 -0.09
C -0.44 0.75 0.68
H -0.17 0.83 -0.19
H 0.53 0.01 0.33
H -0.22 0.06 0.13
H 0.02 -0.13 0.22
H 0.13 0.51 0.07
H 0.19 0.32 0.02
H -0.11 0.83 0.24
H -0.02 0.42 0.21
H -0.31 -0.21 -0.23
H 0.52 0.01 -0.50
H 0.43 0.19 0.36
H -0.19 -0.03 0.09
O -0.20 0.00 -0.36

2S+1: 2
LUMO level (spin up / spin down) (hartree): 0.0250 / 0.0200
Kohn-Sham gap (spin up / spin down) (hartree): 0.1502 / 0.4506

***

ORCA calculation (the ωB97M-V functional and the def2-TZVPD basis) on a 12-piece molecular cluster, C47H125N17O19 overall in a non-equilibrium geometry.

Last column: Mulliken charge in e.
Cartesian coordinates (Å):
1 C 0.974674 -1.703276 4.177809  0.09
2 O 0.164725 -0.787154 3.902749  -0.06
3 N 0.662688 -2.818840 4.899396  -0.14
4 N 2.341308 -1.591906 3.961477  -0.15
5 H -0.275741 -2.877262 5.275202  0.14
6 H 1.318312 -3.591579 4.793287  0.10
7 H 2.920227 -2.379115 4.292817  0.22
8 H 2.727228 -0.959737 3.230786  -0.42
9 C -4.698320 -2.942432 0.017288  0.26
10 O -3.544177 -2.720002 0.393875  -0.43
11 N -5.583559 -3.442006 0.985538  -0.39
12 N -5.137732 -2.779755 -1.284814  -0.25
13 H -5.292638 -3.655361 1.960420  0.22
14 H -6.502492 -3.800641 0.726972  0.16
15 H -4.586480 -2.490617 -2.118182  0.27
16 H -6.013147 -3.142579 -1.479718  0.16
17 C -2.626208 -3.247406 3.961183  0.63
18 O -2.313579 -3.417422 5.137805  -0.66
19 N -2.263030 -4.062291 2.958671  -0.08
20 N -3.572986 -2.347942 3.552019  -0.31
21 H -2.169122 -3.561527 2.100683  0.28
22 H -1.407603 -4.627929 3.094364  -0.02
23 H -3.562570 -2.171864 2.499114  0.00
24 H -3.793034 -1.545610 4.110850  0.09
25 C -0.282245 -0.443788 0.205065  -1.15
26 O -0.497574 -0.291324 -0.969315  -0.05
27 N -1.190801 -1.025120 1.066242  0.99
28 N 0.845634 0.065435 0.703312  2.81
29 H -2.123375 -1.209214 0.890905  0.21
30 H -0.915262 -0.896500 2.028861  -0.59
31 H 1.512876 0.425525 0.019348  -1.58
32 H 1.020884 -0.028561 1.716241  -0.79
33 C 2.260525 1.683030 -2.512269  -0.59
34 O 2.622769 1.365285 -1.384308  -0.10
35 N 0.940807 1.404175 -2.943100  1.40
36 N 3.153354 2.291680 -3.357917  -0.26
37 H 0.418562 0.931022 -2.215888  -0.62
38 H 0.448323 1.769696 -3.759979  -0.14
39 H 4.085019 2.443315 -3.127040  0.25
40 H 2.837158 2.376198 -4.323377  -0.06
41 C 5.879352 -2.011286 0.838322  -0.49
42 O 5.238121 -0.886242 1.486480  -0.44
43 C 4.643393 0.071298 0.610470  0.25
44 C 4.305762 1.245476 1.430621  -0.19
45 N 3.304267 1.100827 2.416044  0.56
46 C 2.517528 2.324268 2.466352  0.02
47 C 1.857583 2.386081 3.826491  -0.61
48 O 2.820366 2.397690 4.853923  -0.44
49 C 2.283154 2.504092 6.111473  -0.78
50 H 6.593328 -1.652511 0.071165  0.34
51 H 5.129174 -2.603657 0.353847  0.07
52 H 6.317282 -2.681126 1.603480  0.25
53 H 3.850729 -0.312046 -0.059546  -0.88
54 H 5.437020 0.440740 -0.102459  0.62
55 H 3.955779 1.950561 0.706673  -0.34
56 H 5.254979 1.726174 1.862398  0.18
57 H 3.645197 0.892381 3.354516  0.57
58 H 1.832005 2.384479 1.682650  -0.28
59 H 3.220595 3.160082 2.502597  0.33
60 H 1.160147 1.572556 4.019192  -0.43
61 H 1.218681 3.278405 3.960078  0.64
62 H 1.631601 3.409818 6.336046  0.20
63 H 3.120864 2.737444 6.766161  0.36
64 H 1.717645 1.687960 6.503120  0.34
65 C 2.514613 2.831421 -7.761666  -1.04
66 O 2.695849 1.794899 -6.787725  -0.06
67 C 3.708903 0.847898 -7.064810  -0.74
68 C 3.494621 -0.272234 -6.095044  -0.26
69 N 2.101551 -0.803144 -6.091426  0.02
70 C 1.835906 -1.982841 -5.279767  -0.35
71 C 2.137662 -1.965530 -3.769476  0.68
72 O 3.523244 -2.112178 -3.472981  -0.52
73 C 3.729687 -2.162854 -2.048752  -0.37
74 H 2.088374 3.664789 -7.307782  0.30
75 H 1.890791 2.481540 -8.547501  0.31
76 H 3.461540 3.131529 -8.160509  0.39
77 H 4.708372 1.410640 -6.875180  0.35
78 H 3.623808 0.455098 -8.092937  0.42
79 H 3.784951 0.109038 -5.115454  0.09
80 H 4.160976 -1.118430 -6.382433  0.40
81 H 1.514017 -0.073489 -5.668799  -0.31
82 H 2.219181 -2.849669 -5.745141  0.69
83 H 0.746952 -2.131063 -5.489706  -0.61
84 H 1.515197 -2.784900 -3.382994  0.41
85 H 1.797622 -0.997854 -3.379725  -0.43
86 H 3.404721 -3.063919 -1.555197  0.28
87 H 3.025643 -1.371609 -1.653863  0.19
88 H 4.710215 -1.824834 -1.753180  0.24
89 C -3.570169 -0.280797 -3.604554  -0.54
90 O -3.390260 -1.707124 -3.404038  -0.82
91 C -2.153743 -1.863572 -2.729130  0.89
92 C -1.780893 -3.319466 -3.046711  -1.17
93 N -1.392021 -3.371915 -4.441404  0.34
94 C -1.380671 -4.718411 -5.091690  -1.13
95 C -0.976622 -4.471157 -6.569927  -0.41
96 O -1.829703 -3.413726 -7.053945  -0.39
97 C -1.235059 -2.749699 -8.171295  -0.69
98 H -3.470061 0.271691 -2.654755  0.27
99 H -4.588903 -0.113679 -3.942048  0.46
100 H -2.917581 0.009173 -4.384266  -0.09
101 H -2.325505 -1.665126 -1.679895  0.00
102 H -1.349675 -1.248640 -3.139944  0.16
103 H -2.603809 -4.050854 -2.778389  0.22
104 H -0.872605 -3.596415 -2.473623  0.30
105 H -1.939528 -2.759506 -5.011843  0.20
106 H -2.268211 -5.385561 -4.986219  0.44
107 H -0.650589 -5.418730 -4.708610  0.41
108 H -1.012777 -5.396181 -7.115520  0.52
109 H 0.052366 -4.152577 -6.692111  0.17
110 H -1.304253 -3.456321 -9.008844  0.32
111 H -0.172376 -2.467102 -8.029073  0.29
112 H -1.819216 -1.874777 -8.299648  0.19
113 C -1.738039 3.091789 6.537135  -0.86
114 O -1.226694 1.999705 5.794665  -0.16
115 C -1.958852 1.729414 4.596201  0.60
116 C -3.426748 1.310769 4.844599  -0.90
117 N -3.411372 0.035251 5.618747  0.25
118 C -4.565863 -0.338554 6.506024  -0.83
119 C -4.107049 -1.243867 7.578260  -0.51
120 O -3.147209 -0.618538 8.417717  -0.27
121 C -2.787248 -1.474814 9.502202  -0.74
122 H -0.893426 3.497972 7.079201  0.24
123 H -2.427630 2.651252 7.268751  0.20
124 H -2.235978 3.793822 5.876220  0.38
125 H -1.287162 1.026927 4.153119  -0.56
126 H -1.943042 2.715380 3.992803  0.21
127 H -3.967220 1.126543 3.955017  0.51
128 H -3.963442 2.159467 5.322805  0.28
129 H -2.566628 -0.166972 6.099199  0.09
130 H -5.344713 -0.779741 5.903321  0.38
131 H -4.995766 0.544754 6.971234  0.45
132 H -3.623071 -2.048489 6.972013  0.18
133 H -4.992243 -1.580541 8.099727  0.52
134 H -1.932580 -0.993950 10.080337  0.21
135 H -2.285036 -2.383853 9.119067  0.26
136 H -3.664741 -1.647875 10.107881  0.31
137 C -2.846962 5.023092 0.964680  -0.88
138 O -1.521309 4.937848 0.466489  -0.37
139 C -0.956106 3.642801 0.501145  -1.27
140 C 0.391738 3.702690 -0.271255  1.84
141 N 1.190204 4.758426 0.322338  -0.21
142 C 2.479506 4.877618 -0.206709  0.84
143 C 3.143034 6.081777 0.480039  -0.88
144 O 2.387178 7.201441 0.150298  -0.20
145 C 2.905889 8.253357 0.864608  -0.88
146 H -3.323903 4.030899 0.835341  0.33
147 H -3.401526 5.789523 0.464853  0.21
148 H -2.761104 5.281101 1.964658  0.34
149 H -1.647200 2.952237 0.041053  0.60
150 H -0.817905 3.285612 1.538466  0.29
151 H 0.335953 3.864719 -1.346867  0.38
152 H 0.904132 2.710590 -0.180244  -1.28
153 H 0.679564 5.622413 0.298299  0.45
154 H 2.407111 5.026415 -1.361940  0.02
155 H 2.959938 3.942893 0.008755  -0.68
156 H 4.207141 6.222919 0.069325  0.35
157 H 3.225268 6.054302 1.594277  0.42
158 H 3.903323 8.448059 0.531074  0.36
159 H 2.806439 8.196608 1.936144  0.34
160 H 2.334057 9.175729 0.636179  0.24
161 C 1.414710 -6.087385 7.018594  -0.77
162 O 1.234452 -6.538042 5.667475  -0.37
163 C -0.099468 -6.962379 5.377076  -0.30
164 C -0.188510 -7.298221 3.942587  -0.97
165 N 0.056435 -6.062959 3.176704  0.21
166 C 0.381296 -6.344251 1.828015  -1.44
167 C 0.673749 -5.046645 1.032202  0.05
168 O 1.533783 -4.222512 1.773348  -0.47
169 C 2.151471 -3.191149 1.027189  0.35
170 H 1.983832 -6.857912 7.537208  0.29
171 H 0.430700 -6.036431 7.504883  0.35
172 H 1.833518 -5.075051 7.006737  0.23
173 H -0.841509 -6.151337 5.619275  0.19
174 H -0.310447 -7.869987 6.043565  0.39
175 H -1.227477 -7.564953 3.761038  0.41
176 H 0.443862 -8.129536 3.676595  0.41
177 H 0.845103 -5.556142 3.658954  0.00
178 H -0.459436 -6.849286 1.330888  0.34
179 H 1.188636 -6.959635 1.761554  0.74
180 H -0.224676 -4.445612 0.779233  -0.13
181 H 1.049827 -5.421121 0.085710  0.40
182 H 1.375524 -2.525240 0.535359  -0.04
183 H 2.840846 -3.510576 0.251887  0.48
184 H 2.643376 -2.518313 1.726345  -0.36
185 C 0.272849 6.930080 -3.311848  -0.61
186 O -0.947836 6.583451 -4.027233  -0.48
187 C -1.963353 6.059627 -3.199793  0.19
188 C -3.128878 5.714764 -4.169486  -1.01
189 N -2.740806 4.962373 -5.326625  -0.39
190 C -2.583596 3.528315 -4.893559  -0.32
191 C -1.869462 2.703979 -5.983703  -0.84
192 O -1.588084 1.450513 -5.387925  0.23
193 C -1.000773 0.615004 -6.413432  -0.28
194 H 0.875550 6.093749 -2.859245  0.00
195 H 0.094359 7.641185 -2.525110  0.34
196 H 0.994274 7.298187 -4.023991  0.40
197 H -2.258302 6.785048 -2.474237  0.61
198 H -1.597522 5.218685 -2.643472  -0.28
199 H -3.617306 6.659109 -4.451512  0.35
200 H -3.943776 5.207541 -3.660748  0.37
201 H -1.826318 5.329201 -5.529937  0.41
202 H -3.542341 3.163291 -4.682057  0.33
203 H -2.001724 3.377630 -4.032782  0.16
204 H -0.994445 3.215862 -6.381414  0.27
205 H -2.475291 2.673557 -6.902338  0.40
206 H -0.035643 0.999961 -6.795599  0.18
207 H -1.691176 0.664458 -7.303207  0.49
208 H -0.933184 -0.471710 -6.127354  -0.46

Cartesian forces, eV/Å:
C 0.33 1.27 0.61
O 0.97 -1.38 -0.20
N 0.45 0.50 -0.57
N 0.17 -0.26 -0.49
H -0.09 -0.60 -0.24
H -0.92 0.13 0.41
H -0.43 1.00 -0.58
H -0.59 -0.58 0.83
C 0.47 -0.80 0.73
O -0.17 0.63 -0.51
N -0.68 -0.08 -0.62
N 1.35 0.39 1.23
H 0.21 0.48 -1.48
H 0.58 0.32 0.08
H 0.18 -0.08 1.13
H -1.84 -0.64 -0.46
C -1.09 0.09 1.25
O 0.26 0.23 0.18
N 1.89 -1.09 -0.85
N -0.21 0.55 -2.66
H -0.34 0.07 -0.94
H -0.58 0.06 0.45
H -0.24 -0.32 2.01
H 0.41 0.34 0.65
C -1.32 0.32 0.98
O -0.79 -0.05 -2.92
N 3.52 0.73 1.24
N 0.67 -0.31 2.14
H -1.83 -0.35 -1.12
H -0.32 -0.29 0.40
H -0.03 -0.04 0.47
H 0.37 0.30 -1.00
C -0.75 -0.03 -0.48
O -0.16 -0.25 0.39
N 2.01 0.66 0.14
N -3.46 -0.38 -1.60
H -0.43 -0.21 0.03
H 0.57 -0.12 0.47
H 1.42 0.05 0.65
H 0.61 0.11 0.26
C -0.42 0.96 0.52
O 0.30 -1.08 -0.26
C 2.02 -0.78 -0.89
C 1.70 1.18 0.17
N -1.25 -0.73 0.51
C 1.46 -0.18 3.26
C -1.70 0.47 0.33
O 0.50 -0.09 -0.99
C 0.01 2.32 1.94
H -0.03 -0.26 0.50
H -0.52 -0.41 -0.54
H 0.10 0.79 -0.33
H 0.00 -0.02 0.86
H -0.46 -0.38 0.33
H -0.33 0.68 -0.50
H -0.91 -0.75 -0.53
H 0.24 0.24 -0.44
H -1.06 0.23 -1.25
H -0.09 0.49 -0.58
H -0.01 -0.55 -0.27
H 0.28 0.10 -0.43
H 0.31 -0.63 -1.08
H 0.20 -0.52 0.22
H -0.31 -1.11 -0.16
C 1.12 -1.86 0.44
O -0.70 0.87 0.04
C 0.55 1.07 -0.22
C 0.10 -1.40 0.43
N 0.68 1.37 0.23
C -1.09 0.59 -0.12
C -0.39 0.17 -1.04
O 0.24 -0.71 0.49
C -2.06 2.33 -0.53
H -0.90 1.34 0.99
H -0.61 -0.32 -0.87
H 0.75 0.20 -0.39
H -1.17 -1.34 -0.57
H 0.14 0.39 0.11
H 0.12 -0.30 0.29
H -0.27 0.57 0.40
H 0.34 -0.18 -0.52
H 1.13 -1.04 -0.47
H 0.53 0.01 1.06
H 0.23 0.09 0.47
H -0.18 -0.18 0.25
H 0.22 -0.76 -0.30
H 0.65 -0.60 0.08
H 0.48 -0.33 -0.40
C -1.41 -1.13 0.71
O -0.44 1.76 -0.25
C -0.09 -2.19 -0.28
C 0.58 -0.33 0.69
N 0.34 -2.04 -0.22
C 0.34 0.81 -0.67
C -0.97 0.71 1.15
O 1.13 -0.56 -0.16
C 0.16 -1.39 0.38
H 0.42 -0.14 -0.37
H -0.23 -0.14 -0.11
H 0.83 0.74 -0.39
H 0.41 0.00 0.24
H -0.24 0.33 0.08
H 0.58 0.80 -0.18
H -0.55 0.02 0.14
H -0.55 0.11 -0.22
H -0.35 1.06 -0.29
H 0.87 0.35 0.60
H -0.67 -0.51 -0.70
H 0.37 0.30 0.53
H 0.09 0.53 -0.30
H -0.41 -0.17 0.25
H -0.50 0.81 -0.56
C 0.00 -1.49 0.40
O -0.27 0.10 -0.36
C -0.06 2.26 0.10
C 1.28 -0.84 1.89
N -1.92 0.14 -0.23
C 1.13 2.31 -1.06
C 1.02 -1.00 -1.15
O -0.27 -0.19 0.25
C 2.00 0.76 -0.47
H 0.04 0.47 0.01
H -0.26 0.58 0.03
H -0.01 0.44 0.09
H -0.30 -0.87 -0.85
H -0.19 -1.39 0.47
H -0.32 -0.06 -1.39
H 0.27 -0.47 0.26
H 0.88 0.41 0.33
H -0.34 -0.48 -0.09
H -0.17 0.52 0.04
H -0.21 -0.26 1.01
H -0.09 -0.41 0.56
H -1.44 -0.14 -0.52
H -0.77 -0.05 0.11
H -0.04 -0.40 0.42
C 0.79 -1.67 -1.31
O -0.02 0.45 -0.61
C 0.67 0.17 -0.55
C -0.03 -0.57 1.24
N -1.51 -0.81 1.05
C 0.25 1.11 -1.01
C 1.72 -0.94 -0.98
O -0.67 -0.19 -0.06
C -1.15 2.69 -0.52
H -0.18 0.57 0.17
H -0.21 0.41 -0.58
H -0.30 0.31 2.27
H -0.24 -0.49 -0.42
H 0.29 0.26 -0.21
H -0.75 0.01 -0.42
H -0.34 0.77 0.15
H -0.16 0.30 -0.04
H 0.71 -0.08 1.44
H 0.86 -0.40 -0.16
H -1.12 -0.23 0.53
H -0.17 -0.72 -0.69
H 1.05 0.14 0.22
H 0.30 -0.67 0.62
H 0.12 -0.47 -0.23
C -1.05 -0.42 -0.63
O -0.16 0.52 0.03
C -0.12 -0.49 2.26
C -0.92 1.19 -0.46
N 0.74 0.33 2.03
C -2.11 2.68 -1.13
C -1.09 -0.42 0.20
O 0.94 -0.25 -0.15
C -1.48 1.39 -0.22
H 0.40 0.41 0.20
H 0.20 0.14 0.04
H 0.29 -0.40 0.19
H 0.63 -0.59 -0.12
H -0.04 1.02 -0.89
H -0.15 -0.39 -0.16
H 0.53 -0.34 -0.21
H -0.99 -0.77 -0.98
H 0.04 0.10 0.11
H 2.65 -1.93 -0.38
H 0.05 -0.44 0.23
H 0.69 0.36 -0.42
H 0.60 -0.85 0.29
H 0.10 -0.52 0.09
H 0.25 -0.32 -0.03
C 0.08 -1.28 -0.38
O 1.80 0.28 0.65
C -0.47 -0.28 -1.18
C -0.63 1.31 1.06
N 0.22 -1.61 0.64
C 1.20 1.30 -2.73
C -1.22 0.90 0.48
O 1.02 -0.47 -1.54
C -0.99 -0.41 -0.91
H -1.24 0.03 -0.20
H -0.22 0.47 0.27
H -0.20 0.62 -0.47
H -0.47 0.73 0.60
H 0.25 -0.81 0.26
H 0.43 0.00 -0.25
H 0.06 -0.35 0.37
H 0.48 -0.04 -0.53
H -1.48 -0.73 0.07
H 0.95 0.18 1.56
H 0.73 0.08 0.55
H -0.39 -0.69 0.30
H -0.19 -0.17 0.58
H 0.51 -0.25 0.66
H 0.04 1.25 0.20

LUMO level (hartree): 0.0223
Kohn-Sham gap (hartree): 0.3248

***

ORCA calculation (the ωB97M-V functional and the def2-TZVPD basis) on C2H6N2S as an isolated structure in a non-equilibrium geometry.

Last column: natural (NBO) charge in e.
Cartesian coordinates (Å):
1 C -1.036438 0.137901 -0.039917  -0.28
2 C 0.396878 0.341548 0.441232  0.08
3 H -0.799431 -0.586221 -1.998505  0.40
4 H -1.834487 1.202984 -1.964614  0.40
5 H -1.427722 -0.832575 0.537842  0.20
6 H -1.673344 0.959551 0.552686  0.20
7 H 0.679954 1.328730 -0.024995  0.18
8 H 2.998269 -1.719810 1.885014  0.13
9 N -1.000053 0.358471 -1.481608  -0.90
10 N 1.000415 -0.719494 0.829790  -0.53
11 S 2.695960 -0.471085 1.263073  0.11

Cartesian forces, eV/Å:
C -1.69 0.74 3.39
C -0.96 -0.97 -1.99
H -1.12 2.82 0.86
H 3.32 -4.36 1.98
H 0.58 1.45 -2.14
H 1.20 -1.39 -1.67
H 1.00 -0.76 1.30
H -0.81 1.50 -0.94
N -2.48 0.81 -2.03
N 1.13 1.49 0.91
S -0.18 -1.34 0.34

LUMO level (hartree): 0.0243
Kohn-Sham gap (hartree): 0.3470